Record 1
The following is a DFT calculation (wB97M-V/def2-TZVPD) of a structure of composition C30H25CdN5OS5.

```
67
Properties=species:S:1:pos:R:3:forces:R:3:nbo_charge:R:1
Cd -0.315 0.331 0.572 0.261 -0.356 0.094 1.705
C 2.463 -4.333 -2.197 -0.017 0.039 -0.041 -0.768
S 2.648 -2.552 -2.391 0.055 -0.042 -0.044 0.284
C 2.135 -1.868 -0.846 0.201 0.146 0.280 -0.084
S 1.369 -2.747 0.373 -0.217 0.064 -0.012 -0.351
N 2.520 -0.608 -0.811 -0.146 -0.010 -0.368 -0.431
N 1.902 0.215 0.058 0.203 -0.105 0.136 -0.339
C 2.600 1.203 0.479 -0.124 0.128 0.101 0.009
C 2.011 2.283 1.277 0.046 -0.049 -0.054 0.163
C 2.790 3.390 1.594 0.098 0.050 0.002 -0.229
C 2.221 4.449 2.276 0.037 0.057 0.014 -0.164
C 0.884 4.379 2.628 0.029 0.027 0.010 -0.206
C 0.182 3.237 2.293 -0.035 -0.164 0.039 0.054
N 0.724 2.204 1.647 -0.031 0.079 -0.049 -0.543
H 3.432 -4.809 -2.336 -0.004 -0.023 0.009 0.218
H 1.759 -4.703 -2.939 0.003 -0.022 0.030 0.218
H 2.081 -4.537 -1.199 0.001 -0.020 -0.007 0.260
H 3.644 1.270 0.190 0.028 0.052 0.003 0.201
H 3.827 3.411 1.287 -0.010 0.016 0.000 0.227
H 2.810 5.325 2.517 0.003 -0.020 -0.004 0.223
H 0.384 5.192 3.137 0.015 -0.041 -0.012 0.224
H -0.866 3.155 2.549 -0.067 -0.031 -0.034 0.210
N -0.139 -0.979 2.817 -0.263 -0.006 -0.176 -0.898
C -1.428 -1.498 3.063 0.134 -0.033 0.000 0.154
C -1.960 -1.658 4.313 -0.026 -0.030 0.093 -0.258
C -3.248 -2.215 4.488 0.051 0.018 0.010 -0.191
C -3.992 -2.618 3.418 0.030 0.000 -0.046 -0.200
C -3.485 -2.431 2.109 -0.044 -0.086 -0.012 -0.096
C -4.194 -2.789 0.939 -0.033 0.004 0.059 -0.117
C -3.646 -2.557 -0.288 0.011 -0.040 -0.033 -0.249
C -2.397 -1.911 -0.361 0.045 -0.008 0.040 0.101
N -1.718 -1.561 0.703 -0.212 0.038 0.004 -0.560
C -2.222 -1.843 1.933 0.122 -0.043 -0.092 0.204
H 0.400 -1.569 2.168 0.055 -0.010 0.094 0.429
H 0.392 -0.837 3.665 0.004 0.099 0.002 0.391
H -1.372 -1.382 5.181 -0.019 -0.034 0.003 0.215
H -3.632 -2.343 5.492 0.015 0.004 0.002 0.220
H -4.964 -3.076 3.551 0.005 0.016 -0.001 0.216
H -5.178 -3.234 1.035 0.032 -0.017 -0.006 0.220
H -4.164 -2.825 -1.198 0.014 0.018 0.012 0.229
H -1.957 -1.658 -1.318 -0.029 0.052 -0.010 0.219
O -1.516 1.192 -0.901 0.114 -0.296 -0.338 -1.002
C -2.610 1.978 -0.654 -0.073 0.168 0.139 0.148
C -3.468 2.046 -1.922 0.049 0.032 0.055 -0.213
C -3.663 1.034 -2.810 -0.062 -0.071 -0.086 -0.247
C -4.554 1.380 -3.866 0.083 -0.056 0.061 -0.256
C -5.009 2.658 -3.758 0.006 0.022 0.014 -0.430
S -4.354 3.443 -2.388 -0.022 0.058 0.086 0.461
C -3.457 1.416 0.501 -0.188 0.360 0.009 -0.202
C -3.074 1.231 1.799 -0.091 -0.001 0.055 -0.296
C -4.117 0.758 2.643 -0.011 0.098 -0.029 -0.263
C -5.288 0.604 1.964 0.065 0.035 0.028 -0.435
S -5.116 1.023 0.317 -0.034 -0.016 -0.075 0.490
C -2.143 3.392 -0.292 -0.127 -0.039 0.051 -0.206
C -2.711 4.355 0.488 0.028 0.096 0.044 -0.282
C -1.965 5.573 0.492 -0.084 -0.055 0.047 -0.271
C -0.850 5.495 -0.287 -0.041 -0.001 -0.042 -0.436
S -0.698 3.960 -1.026 0.073 -0.063 -0.068 0.492
H -3.168 0.078 -2.709 0.001 0.031 -0.006 0.228
H -4.830 0.712 -4.670 0.003 0.017 0.014 0.220
H -5.679 3.189 -4.417 0.026 -0.041 0.009 0.235
H -2.073 1.434 2.158 0.035 0.082 0.080 0.203
H -3.996 0.545 3.697 0.000 -0.004 -0.085 0.228
H -6.238 0.259 2.344 0.040 0.001 0.003 0.236
H -3.630 4.203 1.039 0.026 -0.010 -0.025 0.233
H -2.249 6.456 1.048 0.005 -0.027 -0.020 0.220
H -0.111 6.261 -0.469 -0.040 -0.034 0.042 0.235
```
Positions in Å, forces in eV/Å.

Output
- M: 744.3 g mol⁻¹
- Relative energy (zero: lowest compared OMol25 entry of this formula, charge and spin): 0.0 kcal per mole
- Energy: -99754.4724 eV
- HOMO: -7.54 eV

***

Record 2
The following is a DFT calculation (wB97M-V/def2-TZVPD) of a structure of composition C30H25Cl6N2O3Pb.

```
67
Properties=species:S:1:pos:R:3:forces:R:3:nbo_charge:R:1
Pb 0.094 -0.031 0.293 -0.084 0.038 0.066 1.765
C -0.262 -4.155 1.920 0.022 -0.020 -0.002 -0.599
C -1.387 -3.123 1.856 -0.044 0.003 0.022 -0.402
C -2.213 -3.208 0.598 -0.030 -0.015 -0.021 -0.010
C -3.443 -3.853 0.617 0.008 0.006 -0.010 -0.195
C -4.204 -3.972 -0.535 0.008 -0.001 0.009 -0.179
C -3.750 -3.425 -1.722 0.013 0.021 0.012 -0.205
C -2.532 -2.756 -1.789 -0.020 -0.040 0.036 0.000
C -2.141 -2.062 -3.068 0.025 -0.026 -0.041 -0.426
C -2.724 -0.649 -3.110 -0.006 0.026 0.011 -0.589
C -1.769 -2.685 -0.621 0.040 0.078 0.024 0.068
N -0.488 -2.036 -0.650 -0.051 -0.086 -0.093 -0.661
C 0.538 -2.631 -1.175 0.046 0.097 0.004 0.179
C 1.817 -2.027 -1.174 -0.066 -0.034 0.059 0.018
C 3.051 -2.483 -1.626 0.014 0.045 -0.022 -0.195
C 3.981 -1.486 -1.315 -0.010 -0.002 -0.027 -0.305
C 3.281 -0.466 -0.684 -0.060 0.016 -0.010 -0.001
N 1.970 -0.781 -0.596 0.124 -0.060 -0.007 -0.735
H 0.283 -4.076 2.860 0.002 0.005 0.017 0.222
H 0.456 -4.028 1.109 0.009 0.007 -0.006 0.193
H -0.666 -5.165 1.847 -0.010 -0.002 -0.003 0.221
H -0.970 -2.117 1.984 0.024 0.002 -0.013 0.193
H -2.053 -3.266 2.708 0.007 0.001 -0.001 0.227
H -3.801 -4.270 1.550 -0.014 -0.010 0.013 0.221
H -5.155 -4.486 -0.505 -0.013 -0.008 0.001 0.228
H -4.350 -3.506 -2.621 -0.017 -0.002 -0.008 0.222
H -2.528 -2.637 -3.911 -0.002 -0.005 0.004 0.226
H -1.058 -2.024 -3.196 -0.014 0.030 0.018 0.205
H -3.812 -0.684 -3.046 -0.006 0.003 -0.014 0.219
H -2.448 -0.131 -4.028 0.010 0.005 -0.021 0.220
H -2.370 -0.054 -2.265 0.013 0.005 0.017 0.187
H 0.410 -3.619 -1.615 0.014 -0.014 0.006 0.230
H 3.241 -3.420 -2.124 -0.009 -0.031 -0.007 0.240
H 5.036 -1.492 -1.526 0.028 0.001 -0.004 0.242
H 3.649 0.480 -0.320 0.035 0.009 0.033 0.216
Cl -1.989 2.193 1.629 -0.012 -0.015 0.033 0.084
C -1.621 2.626 -0.002 0.009 0.040 -0.014 0.002
C -0.816 1.806 -0.764 0.035 -0.033 -0.081 -0.435
C -0.513 2.110 -2.074 -0.006 0.031 0.013 -0.140
Cl 0.467 1.025 -2.991 0.009 -0.022 -0.002 0.083
C -1.001 3.284 -2.643 -0.001 0.005 0.009 0.003
Cl -0.617 3.684 -4.262 -0.001 -0.003 0.005 0.089
C -1.805 4.131 -1.871 0.008 0.004 -0.020 -0.098
Cl -2.396 5.584 -2.550 0.000 -0.011 0.003 0.108
C -2.129 3.801 -0.552 0.015 -0.006 0.025 -0.123
Cl -3.122 4.834 0.383 0.013 0.009 0.012 0.103
C 2.419 3.270 -0.601 -0.018 -0.010 -0.024 -0.632
C 1.732 3.664 0.675 -0.026 0.035 0.008 -0.023
C 1.121 4.903 0.811 -0.001 -0.039 -0.005 -0.215
C 0.559 5.289 2.021 -0.018 0.034 0.001 -0.027
Cl -0.179 6.846 2.152 -0.007 -0.037 -0.014 0.047
C 0.595 4.453 3.124 0.008 -0.030 -0.013 -0.203
C 1.189 3.206 3.007 -0.029 0.045 0.014 -0.248
C 1.737 2.836 1.793 0.068 -0.059 -0.049 0.233
O 2.320 1.569 1.599 -0.080 0.037 0.046 -0.454
C 2.900 0.954 2.640 0.330 0.246 -0.266 -0.038
C 1.652 -0.047 3.619 -0.261 -0.275 0.496 0.858
O 2.143 -0.117 4.699 0.117 0.042 0.001 -0.464
O 0.723 -0.350 2.915 -0.016 0.032 -0.235 -0.615
H 2.130 3.934 -1.414 0.001 0.012 -0.001 0.235
H 2.189 2.248 -0.903 -0.023 -0.010 0.000 0.216
H 3.503 3.333 -0.485 0.011 -0.001 -0.006 0.239
H 1.097 5.585 -0.029 0.000 0.010 -0.010 0.240
H 0.157 4.767 4.060 -0.007 0.004 0.011 0.247
H 1.200 2.544 3.863 0.002 -0.035 -0.004 0.237
H 3.327 1.601 3.400 -0.066 -0.020 0.012 0.223
H 3.503 0.112 2.312 -0.038 -0.022 0.017 0.230
```
Positions in Å, forces in eV/Å.

Output
- M: 881.5 g mol⁻¹
- Charge: +1
- Relative energy (zero: lowest compared OMol25 entry of this formula, charge and spin): 0.0 kcal per mole
- Energy: -121012.7069 eV
- HOMO (alpha / beta): -11.44 / -11.40 eV

***

Record 3
The following is a DFT calculation (wB97M-V/def2-TZVPD) of a structure of composition C30H25N8O10RuS2.

```
76
Properties=species:S:1:pos:R:3:forces:R:3:lowdin_spin:R:1
Ru 0.060 -0.446 -0.092 0.260 0.210 -0.414 0.827
C -2.738 0.892 2.178 -0.034 -0.003 -0.013 0.000
C -2.940 0.023 0.993 -0.019 -0.117 -0.066 0.006
N -2.001 -0.512 0.233 0.024 -0.073 -0.097 0.010
C -2.620 -1.281 -0.723 0.240 -0.005 0.007 0.002
C -3.960 -1.224 -0.534 -0.070 0.025 -0.032 0.000
N -4.139 -0.396 0.545 0.021 0.035 0.114 0.004
C -5.130 -1.814 -1.226 0.025 -0.144 0.025 0.000
O -4.869 -2.611 -2.237 -0.157 0.010 0.138 0.000
O -6.242 -1.561 -0.822 -0.007 0.029 -0.048 0.000
C -1.780 -1.903 -1.777 0.006 0.088 0.101 0.000
O -2.303 -2.614 -2.634 0.080 -0.118 0.002 -0.001
O -0.537 -1.611 -1.687 -0.111 -0.009 0.018 -0.006
H -1.680 1.107 2.292 0.037 0.011 0.002 0.000
H -3.080 0.384 3.080 -0.009 0.011 -0.005 0.000
H -3.279 1.832 2.068 0.011 0.002 -0.012 0.000
H -5.053 -0.160 0.903 0.008 -0.002 0.009 0.000
H -3.877 -2.705 -2.401 0.053 0.138 -0.145 0.000
O 5.114 -2.696 -2.156 0.202 0.159 -0.193 0.000
C 4.977 -1.448 -2.572 0.076 -0.050 0.042 0.000
O 5.778 -0.900 -3.286 -0.013 -0.009 -0.016 0.000
C 3.765 -0.721 -2.102 0.007 0.088 -0.083 0.001
C 3.457 0.584 -2.431 -0.068 -0.008 0.035 0.003
N 2.305 0.892 -1.811 0.103 0.020 -0.047 0.000
N 1.851 -0.144 -1.111 -0.055 0.024 0.064 0.003
C 2.712 -1.128 -1.272 0.024 -0.049 0.081 0.006
C 2.391 -2.360 -0.500 -0.005 0.058 0.065 0.002
O 3.117 -3.351 -0.582 -0.129 -0.028 0.114 0.000
O 1.366 -2.230 0.249 -0.249 -0.033 -0.092 0.030
H 4.370 -2.987 -1.566 -0.103 -0.141 0.090 0.000
H 3.986 1.285 -3.055 -0.016 -0.004 0.008 0.000
H 1.737 1.727 -1.873 0.017 0.010 -0.006 0.000
O -2.476 2.765 -1.322 0.071 0.077 -0.032 0.002
S -1.428 1.934 -1.849 -0.069 -0.271 0.012 0.002
O -1.760 0.737 -2.555 -0.073 0.004 -0.032 0.000
N -0.384 1.496 -0.648 -0.002 0.131 0.178 0.012
C -0.054 2.448 0.336 0.010 0.063 0.045 0.001
C -0.377 3.789 0.372 0.003 0.067 -0.064 0.001
C 0.108 4.633 1.394 0.024 -0.043 0.014 0.000
C 0.898 4.167 2.407 -0.036 -0.018 -0.085 0.002
C 1.201 2.788 2.447 -0.015 0.069 0.030 0.000
C 1.955 2.183 3.478 0.047 -0.023 0.037 -0.001
C 2.162 0.835 3.478 -0.019 0.014 -0.042 -0.001
C 1.597 0.059 2.450 0.021 0.043 0.033 -0.002
N 0.901 0.602 1.479 -0.175 -0.132 -0.112 -0.003
C 0.708 1.950 1.431 0.035 -0.004 0.053 0.003
C -0.450 2.896 -2.979 0.032 -0.010 0.030 0.000
C 0.322 2.199 -3.906 -0.013 -0.001 0.006 0.000
C 1.108 2.902 -4.804 -0.002 0.029 -0.004 0.000
C 1.109 4.292 -4.786 -0.001 -0.019 0.014 0.000
C 0.309 4.979 -3.885 0.009 0.014 -0.008 0.000
C -0.479 4.282 -2.979 -0.038 0.045 0.017 0.000
H -1.035 4.211 -0.369 0.079 -0.027 0.076 0.000
H -0.165 5.680 1.362 0.001 -0.009 0.000 0.000
H 1.273 4.823 3.181 -0.006 -0.009 0.000 0.000
H 2.358 2.807 4.268 -0.009 -0.002 -0.007 0.000
H 2.735 0.350 4.255 -0.011 -0.008 -0.005 0.000
H 1.691 -1.018 2.419 0.013 -0.006 0.010 0.000
H 0.274 1.117 -3.932 -0.003 -0.018 0.014 0.000
H 1.702 2.365 -5.532 0.000 0.006 0.008 0.000
H 1.720 4.841 -5.491 -0.005 -0.006 -0.004 0.000
H 0.286 6.060 -3.892 0.003 -0.005 -0.003 0.000
H -1.136 4.815 -2.305 0.012 -0.039 -0.038 0.000
C -1.706 -4.293 4.556 0.017 -0.003 -0.005 0.002
N -0.670 -4.572 3.582 0.005 -0.021 0.011 0.003
C 0.047 -5.754 3.462 -0.034 0.025 0.010 0.001
C 0.864 -5.616 2.400 0.015 -0.002 -0.049 0.000
N 0.631 -4.362 1.880 0.074 0.138 -0.085 0.002
C -0.306 -3.716 2.597 -0.123 0.008 0.028 0.014
S -0.954 -2.176 2.308 -0.032 -0.168 0.282 0.070
H -1.642 -5.031 5.352 0.000 -0.003 -0.001 0.000
H -2.690 -4.337 4.091 0.005 0.003 -0.006 0.000
H -1.559 -3.296 4.964 0.004 0.000 0.003 0.001
H -0.095 -6.576 4.140 0.004 0.011 -0.005 0.000
H 1.579 -6.293 1.968 -0.001 0.015 0.007 0.000
H 1.073 -3.892 1.090 0.034 -0.040 0.027 0.001
```
Positions in Å, forces in eV/Å.

Output
- Spin multiplicity: 2
- M: 822.8 g mol⁻¹
- Relative energy (zero: lowest compared OMol25 entry of this formula, charge and spin): 2.8 kcal per mole
- Energy: -88169.3687 eV
- HOMO (alpha / beta): -8.07 / -8.04 eV